1.
{"formula": "C4H14N3", "method": "the ωB97M-V functional and the def2-TZVPD basis", "charge": 1, "species": ["N", "C", "C", "N", "C", "C", "N", "H", "H", "H", "H", "H", "H", "H", "H", "H", "H", "H", "H", "H", "H"], "xyz": [[-0.5645, 2.2775, 0.7409], [-0.5565, 0.7829, 1.4792], [0.9443, 0.1136, 1.2648], [1.2675, -0.2905, -0.1339], [0.7355, -1.6647, -0.4543], [-0.5772, -1.2851, -1.2669], [-0.6875, 0.2750, -1.7279], [-1.5525, 2.5838, 0.7443], [0.0351, 2.9427, 1.3107], [-0.8488, 0.9696, 2.4715], [-1.2574, 0.0353, 0.9413], [0.9813, -0.6601, 2.1522], [1.7887, 0.8421, 1.4186], [2.4075, -0.3718, -0.1747], [1.3717, -2.3703, -1.1411], [0.6855, -2.3403, 0.4455], [-0.7874, -2.0401, -2.1162], [-1.4589, -1.4713, -0.5344], [-0.4805, 0.8006, -0.8830], [-1.6494, 0.5055, -2.1694], [0.2033, 0.3655, -2.3674]], "forces_ev_per_angstrom": [[-0.058, -2.513, 1.148], [2.155, 1.095, -4.118], [-0.501, 1.161, 1.914], [3.807, -2.378, 0.993], [0.724, 0.224, -1.876], [-2.707, -1.909, 1.148], [1.239, -3.218, -1.717], [0.925, 0.089, 0.302], [-1.223, -1.246, -0.827], [-0.074, -0.425, 1.337], [0.654, 1.651, 0.984], [0.296, 0.822, -2.097], [-1.320, -0.277, 0.624], [-3.739, 0.407, 0.156], [-0.594, 2.056, 0.918], [-1.030, 0.979, -0.642], [0.466, 1.864, 0.915], [1.193, 0.719, -1.427], [0.033, 0.979, 0.307], [2.269, -0.507, 0.726], [-2.517, 0.427, 1.232]]}

2.
{"formula": "C4H14N3", "method": "the ωB97M-V functional and the def2-TZVPD basis", "charge": 1, "species": ["C", "N", "N", "C", "C", "C", "N", "H", "H", "H", "H", "H", "H", "H", "H", "H", "H", "H", "H", "H", "H"], "xyz": [[-1.0074, -1.5715, -0.6860], [-1.0461, -0.1729, -0.1011], [-1.6131, -0.0219, 1.1461], [0.2722, 0.4252, 0.0092], [0.9317, 0.6324, -1.4340], [1.2901, -0.4217, 0.7987], [0.0618, 1.7572, 0.5258], [-1.9623, -2.0924, -0.6686], [-0.7894, -1.4649, -1.7708], [-0.1757, -2.1527, -0.1873], [-2.5965, 0.0946, 1.0403], [-1.4955, -0.9320, 1.7887], [0.1685, 0.3732, -2.1702], [1.7007, -0.1479, -1.7445], [1.4968, 1.7001, -1.4705], [0.9565, -0.8173, 1.7675], [1.5751, -1.3107, 0.2568], [2.2382, 0.0952, 1.0870], [-0.3549, 2.3110, -0.2063], [0.9670, 2.2787, 0.7599], [-0.6178, 1.4384, 1.2590]], "forces_ev_per_angstrom": [[1.270, 0.864, -0.198], [0.363, -0.773, -1.487], [-0.126, -2.919, 3.090], [3.464, -2.147, -3.513], [1.371, 0.138, 0.154], [0.559, 0.430, 1.813], [1.537, 1.039, 0.838], [-0.059, 0.320, 0.572], [0.109, -0.117, 0.761], [-1.211, 0.245, -0.563], [-0.853, 0.149, -0.011], [-0.161, 2.445, -1.605], [-0.152, 1.325, -0.223], [-0.615, 1.017, 1.089], [-1.658, -2.499, -0.409], [-0.454, 0.310, -0.097], [0.087, 0.073, -0.446], [-0.700, -0.032, -0.670], [-0.758, 0.263, -0.203], [-1.641, -1.239, 0.284], [-0.374, 1.105, 0.825]]}

3.
{"formula": "C4H14N3", "method": "the ωB97M-V functional and the def2-TZVPD basis", "charge": 1, "species": ["C", "C", "N", "N", "H", "H", "H", "H", "H", "H", "H", "C", "C", "N", "H", "H", "H", "H", "H", "H", "H"], "xyz": [[-0.5082, -0.0731, -1.7047], [0.0662, -1.0439, -2.4205], [1.1482, -0.8848, -3.2426], [-1.4318, -0.4137, -0.6242], [-0.1629, 0.9477, -1.7264], [-0.3155, -2.0588, -2.3793], [1.6611, -1.7233, -3.4557], [1.7176, -0.0728, -3.0676], [-2.2260, 0.2256, -0.5845], [-0.8729, -0.3368, 0.4319], [-1.8207, -1.3404, -0.7856], [0.7684, 1.2963, 3.4482], [0.2467, 1.1889, 2.0330], [-0.2604, -0.1798, 1.7057], [1.6028, 0.6159, 3.5965], [1.1452, 2.3078, 3.5980], [-0.0283, 1.1061, 4.1656], [-0.5849, 1.8712, 1.8607], [0.9867, 1.4320, 1.2729], [0.5330, -0.8198, 1.7211], [-0.8363, -0.5049, 2.4818]], "forces_ev_per_angstrom": [[0.311, -0.300, 0.147], [0.237, 0.035, 0.128], [-0.257, 0.007, 0.093], [-0.135, 0.343, -0.220], [-0.072, 0.117, 0.109], [-0.041, -0.026, 0.087], [0.025, 0.092, -0.165], [0.093, -0.044, -0.193], [-0.012, -0.020, -0.133], [-0.434, -0.054, -0.046], [0.028, -0.062, 0.148], [0.150, 0.343, -0.418], [-0.500, -0.237, -0.412], [0.546, -0.193, 0.347], [0.009, -0.143, 0.177], [-0.043, -0.007, 0.173], [0.085, -0.054, 0.103], [-0.055, 0.090, 0.130], [0.217, 0.006, 0.126], [0.029, 0.029, -0.029], [-0.182, 0.079, -0.153]]}

4.
{"formula": "C4H14N3O", "method": "the ωB97M-V functional and the def2-TZVPD basis", "charge": 1, "species": ["C", "C", "C", "N", "C", "N", "N", "H", "H", "H", "H", "H", "H", "H", "H", "H", "H", "H", "H", "H", "H", "O"], "xyz": [[0.5139, -2.5586, 0.5881], [-0.1313, -1.8785, -0.6309], [0.4226, -0.4827, -0.8333], [0.4340, 0.3125, 0.3708], [0.3457, 1.8052, 0.2189], [1.1552, 2.2944, -0.8343], [-1.0195, 1.9013, -0.0691], [1.5407, -2.1808, 0.7157], [0.5911, -3.6335, 0.5656], [0.0318, -2.1834, 1.4966], [0.0652, -2.4382, -1.5432], [-1.2060, -1.8352, -0.4662], [1.4926, -0.5077, -1.1195], [-0.0584, 0.0645, -1.6344], [-0.4564, 0.1309, 1.0479], [0.7175, 3.1299, -1.1883], [2.1167, 2.5550, -0.6006], [0.5352, 2.2671, 1.1935], [-1.3112, 2.1648, -1.0094], [-1.6474, 1.2743, 0.5157], [-2.3433, -0.1161, 2.0044], [-1.7884, -0.0852, 1.2120]], "forces_ev_per_angstrom": [[0.675, 1.394, 0.309], [0.275, -0.483, 0.383], [0.351, -0.381, 0.668], [-1.635, 1.547, -2.150], [1.869, 1.315, 0.681], [0.199, 0.344, -0.432], [-0.021, -0.306, -0.192], [0.048, -0.266, -0.278], [-0.393, -0.246, -0.029], [-0.264, -0.540, -0.036], [-0.037, 0.013, -0.074], [-0.074, 0.078, -0.226], [0.023, -0.050, -0.032], [0.134, 0.152, -0.355], [-1.181, -1.922, 1.871], [0.043, 0.277, -0.354], [-0.470, -0.362, 0.264], [0.168, -0.462, 0.113], [0.208, -0.580, -0.093], [-0.609, -0.082, 0.340], [0.555, -0.159, 0.278], [0.137, 0.719, -0.657]]}

5.
{"formula": "C4H14N3O", "method": "the ωB97M-V functional and the def2-TZVPD basis", "charge": 1, "species": ["C", "C", "N", "N", "H", "H", "H", "H", "H", "H", "H", "C", "N", "C", "O", "H", "H", "H", "H", "H", "H", "H"], "xyz": [[1.5797, 1.6067, 1.4665], [0.8584, 1.5033, 0.3421], [1.2674, 0.6436, -0.7449], [1.2764, 2.5568, 2.4507], [2.4687, 1.0189, 1.6520], [-0.0095, 2.1113, 0.1341], [1.2420, 1.0911, -1.6496], [2.2209, 0.3210, -0.6209], [0.1537, -0.5767, -0.5749], [0.3078, 2.8460, 2.4191], [1.4524, 2.2259, 3.3925], [-1.5093, -1.0277, 0.6636], [-0.5927, -1.3939, -0.4607], [-1.3111, -1.6275, -1.7754], [-0.3805, -1.8809, -2.7810], [-1.9839, -0.0754, 0.4398], [-0.9076, -0.9518, 1.5621], [-2.2951, -1.7752, 0.7592], [-0.1729, -2.2860, -0.2102], [-1.9030, -2.5282, -1.6318], [-1.9036, -0.7253, -1.9469], [0.1418, -1.0761, -2.8854]], "forces_ev_per_angstrom": [[-0.934, 0.728, -0.107], [1.024, -0.056, 0.035], [-0.352, -0.610, 0.016], [-0.172, -0.729, 0.329], [0.101, -0.011, -0.138], [-0.066, 0.052, 0.095], [-0.005, 0.420, -0.042], [0.002, -0.035, 0.076], [-0.054, -0.888, -0.147], [0.044, 0.272, -0.131], [0.250, 0.105, -0.085], [-0.164, 0.007, -0.403], [-0.366, 0.363, 0.200], [0.627, 0.080, 0.175], [-0.227, 0.271, 0.667], [0.127, 0.073, 0.033], [-0.123, 0.016, 0.114], [0.124, -0.089, 0.108], [0.546, 0.157, -0.108], [-0.281, 0.179, -0.214], [-0.174, -0.202, -0.071], [0.073, -0.105, -0.402]]}

6.
{"formula": "C4H14N3O", "method": "the ωB97M-V functional and the def2-TZVPD basis", "charge": 1, "species": ["C", "C", "C", "C", "N", "N", "N", "O", "H", "H", "H", "H", "H", "H", "H", "H", "H", "H", "H", "H", "H", "H"], "xyz": [[-0.1328, 1.1026, 1.3833], [1.0778, 1.8322, -0.4965], [0.4292, -1.6285, -0.1962], [-2.5517, -0.3738, -0.6897], [2.0693, -1.6165, -0.3196], [0.0101, -0.3270, -0.6504], [0.5588, 0.6741, 0.1600], [-3.1363, -0.4222, 0.4811], [-1.1061, 1.3166, 1.0118], [-0.1939, 0.2833, 2.0854], [0.3712, 1.9471, 1.7696], [1.5183, 2.5208, 0.2456], [1.8763, 1.5147, -1.1270], [0.3734, 2.4257, -1.1095], [-0.0505, -2.3063, -0.9620], [0.2089, -1.9114, 0.8183], [-2.5230, 0.6105, -1.0950], [-2.1900, -1.3406, -1.0158], [2.2278, -1.4445, -1.2937], [2.4620, -2.5007, 0.0440], [2.3626, -0.7751, 0.1861], [-3.6614, 0.4192, 0.7703]], "forces_ev_per_angstrom": [[-0.166, -2.022, -1.398], [0.169, 0.840, -0.571], [-0.646, 1.522, -1.860], [1.188, 0.063, 1.986], [-1.959, -0.915, 0.762], [-0.439, 0.113, 0.541], [1.043, -0.291, 1.426], [-1.596, 1.136, 0.771], [-1.325, 0.751, 0.371], [-0.046, -0.082, 0.410], [0.249, 0.693, 0.650], [-0.226, -0.393, -0.313], [0.611, -0.010, -0.824], [-0.111, -0.315, 0.195], [1.153, 0.108, 1.047], [0.262, -0.237, 0.605], [0.206, 0.074, -1.326], [-0.400, 0.458, -0.635], [0.425, -0.207, -0.751], [0.134, 0.738, -0.404], [-0.159, -0.115, 0.257], [1.633, -1.911, -0.940]]}

These records have energy above the lowest of the compared OMol25 structures with the same formula, charge and spin values of 364.3 280.8 106.2 722.3 220.0 648.9 kJ/mol, in the order they appear.